Entry 1:
Below is C5H13N3 as an isolated structure at a distorted geometry, with properties calculated with the ωB97M-V functional and the def2-TZVPD basis.

Results
**Strongest force on any atom**: 5.20 eV Å⁻¹
**Relative energy (zero: lowest compared OMol25 entry of this formula, charge and spin)**: 143.9 kcal per mole
**Highest occupied orbital energy**: -6.5 eV
**Charge**: 0
**E**: -362.35300 Ha
**Orbital gap**: 7.34 eV
**E_LUMO**: 0.822 eV

Each line ends with the natural charge from an NBO analysis.
Element x y z (Å)
C: 0.7111 -0.6150 0.3117  0.047
C: -0.7854 1.7957 -1.2143  -0.428
C: 1.9102 0.0071 0.9872  -0.641
N: 0.2063 0.7681 -1.0885  -0.502
C: -0.6027 -0.6777 0.8927  0.172
N: 0.1581 -0.0929 -2.2501  -0.724
N: 0.0906 -1.9228 1.4548  -0.832
C: -1.7564 -0.1539 1.2546  -0.418
H: 0.8874 -1.2634 -0.5516  0.261
H: -0.8088 -0.3694 -2.4653  0.303
H: 0.5007 0.3912 -3.0839  0.332
H: 0.3522 -2.7738 0.9667  0.409
H: 0.2238 -1.9418 2.4606  0.390
H: -1.8320 1.4056 -1.2357  0.120
H: -0.7054 2.4993 -0.3788  0.188
H: -0.6895 2.3856 -2.1464  0.171
H: 2.6844 -0.7412 1.1733  0.214
H: 2.3347 0.7426 0.3007  0.263
H: 1.6541 0.5100 1.9235  0.213
H: -2.1111 0.7489 0.7782  0.239
H: -2.4223 -0.7020 1.9107  0.221

Entry 2:
Below is a 2-piece molecular cluster, C5H13N3 overall at a distorted geometry, with properties calculated with the ωB97M-V functional and the def2-TZVPD basis.

Results
**Strongest force on any atom**: 1.53 eV Å⁻¹
**SMILES**: N=C(N)N.C=CCC
**Relative energy (zero: lowest compared OMol25 entry of this formula, charge and spin)**: 21.1 kcal per mole
**Highest occupied orbital energy**: -8.8 eV
**Charge**: 0
**E**: -362.54870 Ha
**Orbital gap**: 9.55 eV
**E_LUMO**: 0.753 eV

Each line ends with the natural charge from an NBO analysis.
Element x y z (Å)
N: -0.7590 -2.0843 -2.1570  -0.802
C: -0.4007 -0.8403 -2.2853  0.584
N: -1.2300 0.2511 -2.2142  -0.827
N: 0.8978 -0.4932 -2.6720  -0.842
H: -1.7921 -2.1953 -2.2073  0.339
H: -2.0751 0.0549 -1.7341  0.384
H: -0.7696 1.0873 -1.8977  0.374
H: 1.2695 0.4473 -2.7327  0.392
H: 1.5081 -1.2560 -2.7494  0.401
C: -0.8055 1.5693 3.4653  -0.411
C: 0.3905 1.0952 3.1241  -0.163
C: 0.5130 -0.0605 2.1430  -0.442
C: 1.2561 0.3711 0.8609  -0.607
H: -0.9418 2.4040 4.1182  0.197
H: -1.7221 1.1303 3.0587  0.188
H: 1.3583 1.5664 3.4328  0.199
H: 1.1655 -0.7934 2.6941  0.208
H: -0.4721 -0.5117 1.9431  0.211
H: 2.1750 0.9587 1.1021  0.204
H: 1.5754 -0.4667 0.1780  0.223
H: 0.6386 1.0497 0.2485  0.190

Entry 3:
Below is a 2-piece molecular cluster, C5H13N3 overall, with properties calculated with the ωB97M-V functional and the def2-TZVPD basis.

Results
**Strongest force on any atom**: 0.76 eV Å⁻¹
**Relative energy (zero: lowest compared OMol25 entry of this formula, charge and spin)**: 38.3 kcal per mole
**Highest occupied orbital energy**: -8.2 eV
**Charge**: 0
**E**: -362.52120 Ha
**Orbital gap**: 9.16 eV
**E_LUMO**: 0.978 eV

Each line ends with the natural charge from an NBO analysis.
Element x y z (Å)
C: 0.4045 0.3132 -1.0168  0.166
C: 0.5266 -0.8330 -0.0736  -0.487
C: 1.9562 -1.0772 0.4269  -0.383
C: 2.5486 0.0956 1.2007  -0.609
C: -2.5750 0.1096 0.6659  0.156
N: -0.2286 0.1876 -2.0987  -0.653
N: -2.4513 1.4341 0.5556  -0.826
N: -2.8571 -0.4864 -0.4866  -0.808
H: 0.8737 1.2516 -0.6818  0.145
H: -2.8778 -1.4917 -0.5297  0.396
H: -0.2803 1.0284 -2.6730  0.334
H: -2.5410 1.9361 -0.3304  0.345
H: -2.2786 1.9875 1.3730  0.394
H: -2.8788 -0.0019 -1.3916  0.355
H: -0.1250 -0.6180 0.7817  0.238
H: 0.1465 -1.7260 -0.5704  0.223
H: 1.9311 -1.9528 1.0793  0.206
H: 2.6024 -1.3165 -0.4235  0.196
H: 2.6875 0.9582 0.5638  0.196
H: 3.5149 -0.1730 1.6084  0.211
H: 1.9017 0.3745 2.0208  0.204

Entry 4:
Below is the molecule C5H13N3 at a distorted geometry, with properties calculated with the ωB97M-V functional and the def2-TZVPD basis.

Results
**Strongest force on any atom**: 5.54 eV Å⁻¹
**Relative energy (zero: lowest compared OMol25 entry of this formula, charge and spin)**: 161.3 kcal per mole
**Highest occupied orbital energy**: -7.3 eV
**Charge**: 0
**E**: -362.32527 Ha
**Orbital gap**: 4.77 eV
**E_LUMO**: -2.531 eV

Each line ends with the natural charge from an NBO analysis.
Element x y z (Å)
C: -1.3846 -0.5273 -2.5073  -0.677
C: -0.3247 -0.9151 -1.4958  -0.142
C: 0.4196 0.3029 -1.0670  -0.467
C: -0.1513 1.2657 0.0996  -0.289
N: 0.5103 1.3526 1.3910  -0.333
C: 0.2329 0.1179 2.0817  0.194
N: 1.5176 -0.2232 2.8938  -0.823
N: -0.1030 -1.0835 1.3374  -0.854
H: -2.0778 -1.2984 -2.8056  0.223
H: -1.0658 -0.1169 -3.4707  0.229
H: -2.0911 0.2737 -2.0990  0.215
H: 0.2743 -1.6760 -1.8202  0.201
H: -0.3489 -1.0115 0.2838  0.356
H: 1.5142 0.1772 -0.7701  0.243
H: 0.3887 1.0106 -1.9404  0.256
H: -1.2588 0.9896 0.2195  0.220
H: -0.1312 2.2881 -0.3984  0.211
H: -0.5679 0.2717 2.8314  0.160
H: 1.6544 0.4450 3.6058  0.357
H: 2.2779 0.0262 2.2428  0.345
H: 0.7149 -1.6692 1.3876  0.374

Entry 5:
Below is C5H13N3O as an isolated structure at a distorted geometry, with properties calculated with the ωB97M-V functional and the def2-TZVPD basis.

Results
**Strongest force on any atom**: 2.87 eV Å⁻¹
**Relative energy (zero: lowest compared OMol25 entry of this formula, charge and spin)**: 81.3 kcal per mole
**Highest occupied orbital energy**: -8.4 eV
**Charge**: 0
**E**: -437.72456 Ha
**Orbital gap**: 9.15 eV
**E_LUMO**: 0.758 eV

Each line ends with the natural charge from an NBO analysis.
Element x y z (Å)
C: -0.1492 -1.2407 2.3022  -0.260
C: 1.3812 1.6251 0.5939  -0.642
C: 0.4975 0.3851 0.6191  0.553
O: 0.7626 -0.2440 1.8622  -0.549
N: -0.8581 0.5664 0.2731  -0.764
H: -1.0760 1.5420 0.1125  0.364
H: 0.1518 -1.4808 3.3211  0.197
H: -1.1823 -0.8884 2.2766  0.206
H: -0.0757 -2.1521 1.6931  0.147
H: 2.4125 1.3578 0.8287  0.224
H: 1.3451 2.0986 -0.3870  0.209
H: 1.0186 2.3252 1.3449  0.233
C: -1.0041 0.5093 -2.3489  -0.677
C: -0.8612 -0.4108 -1.1656  0.541
N: 0.8883 -0.5697 -0.5404  -0.758
N: -1.4700 -1.5290 -1.1881  -0.812
H: 1.8100 -0.4042 -0.9385  0.393
H: 0.8616 -1.5599 -0.3035  0.396
H: -1.2659 -2.1412 -0.4089  0.331
H: -1.9662 1.0154 -2.2918  0.233
H: -0.9967 -0.0698 -3.2753  0.234
H: -0.2239 1.2656 -2.3793  0.202

Entry 6:
Below is the molecule C5H13N3O, with properties calculated with the ωB97M-V functional and the def2-TZVPD basis.

Results
**Strongest force on any atom**: 0.82 eV Å⁻¹
**SMILES**: CC(=O)C[C@@](C)(N)NN
**Relative energy (zero: lowest compared OMol25 entry of this formula, charge and spin)**: 47.8 kcal per mole
**Highest occupied orbital energy**: -9.0 eV
**Charge**: 0
**E**: -437.77785 Ha
**Orbital gap**: 9.78 eV
**E_LUMO**: 0.775 eV

Each line ends with the natural charge from an NBO analysis.
Element x y z (Å)
C: -0.0483 -2.1712 1.2085  -0.729
C: -0.2286 -2.1329 -0.2791  0.611
O: -0.2357 -3.1402 -0.9466  -0.550
C: -0.5025 -0.8038 -0.9603  -0.523
C: -0.2479 0.5897 -0.3237  0.257
C: -1.0430 1.5949 -1.1687  -0.625
N: -0.7311 0.6446 1.0405  -0.864
N: 1.2043 0.8949 -0.4540  -0.509
N: 1.8715 1.0709 0.8081  -0.692
H: -0.0069 -3.2026 1.5468  0.231
H: -0.8672 -1.6410 1.6838  0.255
H: 0.8776 -1.6649 1.4691  0.221
H: -1.5708 -0.8570 -1.1757  0.230
H: 0.0123 -0.8296 -1.9181  0.235
H: -0.7838 1.5026 -2.2211  0.216
H: -0.8289 2.6139 -0.8438  0.204
H: -2.1086 1.4147 -1.0515  0.224
H: 0.0711 0.5093 1.6659  0.391
H: -1.1002 1.5655 1.2422  0.358
H: 1.3470 1.6937 -1.0607  0.350
H: 2.6109 0.3623 0.8633  0.356
H: 2.3086 1.9861 0.8752  0.354

Entry 7:
Below is a 2-piece molecular cluster, C5H13N3O overall at a distorted geometry, with properties calculated with the ωB97M-V functional and the def2-TZVPD basis.

Results
**Strongest force on any atom**: 1.67 eV Å⁻¹
**SMILES**: [H]/N=C(\N)NC.CC(C)=O
**Relative energy (zero: lowest compared OMol25 entry of this formula, charge and spin)**: 20.0 kcal per mole
**Highest occupied orbital energy**: -8.5 eV
**Charge**: 0
**E**: -437.82218 Ha
**Orbital gap**: 9.44 eV
**E_LUMO**: 0.918 eV

Each line ends with the natural charge from an NBO analysis.
Element x y z (Å)
H: 0.3090 0.1655 -1.4866  0.331
N: 1.2092 0.3338 -1.0493  -0.811
C: 1.1342 1.1050 -0.0351  0.587
N: -0.0174 1.4620 0.6314  -0.854
N: 2.3126 1.6095 0.4712  -0.622
C: 2.4779 1.9316 1.8706  -0.411
H: -0.8831 1.2743 0.1421  0.419
H: -0.0174 2.3317 1.1382  0.380
H: 3.1042 1.1638 0.0315  0.398
H: 2.2109 1.0988 2.5343  0.184
H: 1.8625 2.7941 2.1382  0.185
H: 3.5192 2.1999 2.0431  0.210
C: -2.1260 -1.9370 -2.0648  -0.720
C: -1.9268 -1.1109 -0.8417  0.619
C: -1.2329 -1.8602 0.2977  -0.742
O: -2.2807 0.0417 -0.7341  -0.587
H: -2.6231 -1.3740 -2.8509  0.240
H: -2.7597 -2.7283 -1.5599  0.235
H: -1.2137 -2.4494 -2.3562  0.242
H: -1.5146 -2.9076 0.3591  0.220
H: -1.3792 -1.3394 1.2395  0.239
H: -0.1650 -1.8051 0.0817  0.258

Entry 8:
Below is the molecule C5H13N3O at a distorted geometry, with properties calculated with the ωB97M-V functional and the def2-TZVPD basis.

Results
**Strongest force on any atom**: 3.90 eV Å⁻¹
**SMILES**: C=C(C)N(C)[C@@H](O)NN
**Relative energy (zero: lowest compared OMol25 entry of this formula, charge and spin)**: 94.0 kcal per mole
**Highest occupied orbital energy**: -8.2 eV
**Charge**: 0
**E**: -437.70422 Ha
**Orbital gap**: 9.17 eV
**E_LUMO**: 0.938 eV

Each line ends with the natural charge from an NBO analysis.
Element x y z (Å)
C: -0.6076 -1.9168 0.6993  -0.471
C: -0.3533 -0.5876 0.6341  0.243
C: -1.0176 0.3320 1.6370  -0.688
N: 0.9702 -0.0498 0.1162  -0.541
C: 1.8364 0.8363 0.8825  -0.413
C: 0.7619 0.3307 -1.2646  0.386
O: 1.6929 -0.3752 -2.0445  -0.719
N: -0.6062 -0.0989 -1.6252  -0.521
N: -1.6812 0.8556 -1.5946  -0.643
H: -1.2853 -2.3217 1.4413  0.206
H: -0.1039 -2.6161 0.0419  0.196
H: -2.0112 -0.0303 1.9147  0.221
H: -0.4253 0.4023 2.5523  0.224
H: -1.1168 1.3410 1.2268  0.220
H: 2.0330 0.3818 1.8594  0.208
H: 1.3913 1.8255 1.0433  0.174
H: 2.7972 0.9829 0.3752  0.216
H: 0.8804 1.4044 -1.4479  0.159
H: 2.0666 -0.9856 -1.3876  0.479
H: -0.6828 -1.1029 -1.7636  0.376
H: -2.3157 0.5906 -0.8382  0.336
H: -2.2230 0.8019 -2.4579  0.351

Entry 9:
Below is C5H13N3O as an isolated structure at a distorted geometry, with properties calculated with the ωB97M-V functional and the def2-TZVPD basis.

Results
**Strongest force on any atom**: 3.79 eV Å⁻¹
**Relative energy (zero: lowest compared OMol25 entry of this formula, charge and spin)**: 111.7 kcal per mole
**Highest occupied orbital energy**: -7.0 eV
**Charge**: 0
**E**: -437.67606 Ha
**Orbital gap**: 7.33 eV
**E_LUMO**: 0.362 eV

Each line ends with the natural charge from an NBO analysis.
Element x y z (Å)
C: -1.8870 1.4434 -0.5258  -0.421
C: -1.0490 -2.1049 -0.0260  -0.630
C: -1.0807 -0.6175 0.2508  0.174
N: -1.2314 0.1989 -0.8267  -0.708
H: -1.7022 -0.4118 1.1414  0.158
H: -2.8409 1.3110 0.0155  0.159
H: -1.2641 2.1105 0.0980  0.141
H: -2.1087 1.9745 -1.4547  0.189
H: -0.5419 -2.3157 -0.9666  0.204
H: -2.0651 -2.4952 -0.0665  0.218
H: -0.4941 -2.6027 0.7730  0.201
C: 1.5644 0.0870 -1.4274  -0.709
C: 1.2646 0.4459 -0.0093  0.703
N: 0.9528 -0.3121 2.2339  -0.649
O: 1.9006 1.5514 0.4707  -0.663
N: 0.6121 -0.2563 0.8791  -0.327
H: 2.3771 1.9777 -0.2516  0.491
H: 1.9212 -0.5892 2.3543  0.355
H: 0.7854 0.5736 2.7031  0.357
H: 1.1199 0.8241 -2.0978  0.263
H: 2.6541 0.0693 -1.5819  0.227
H: 1.1130 -0.8619 -1.6856  0.268

Entry 10:
Below is the molecule C5H13N3O, with properties calculated with the ωB97M-V functional and the def2-TZVPD basis.

Results
**Strongest force on any atom**: 0.74 eV Å⁻¹
**Relative energy (zero: lowest compared OMol25 entry of this formula, charge and spin)**: 136.6 kcal per mole
**Highest occupied orbital energy (alpha / beta)**: -7.4 / -7.4 eV
**Charge**: 0
**E**: -437.63633 Ha
**Orbital gap (alpha / beta)**: 7.93 / 7.93 eV
**E_LUMO (alpha / beta)**: 0.570 / 0.569 eV

Each line ends with the natural charge from an NBO analysis.
Element x y z (Å)
C: 0.4925 0.5886 1.2574  0.219
C: 2.3852 1.5271 0.1287  -0.256
C: 0.0689 -0.9274 -1.5904  -0.445
C: 0.2353 -0.5713 2.2146  -0.637
N: -0.7358 -0.4622 -0.4814  -0.078
N: -0.4539 0.7747 0.1916  -0.621
C: -2.8307 -0.7912 -1.5759  -0.198
O: 1.8435 0.3899 0.7757  -0.576
N: -2.0638 -0.3770 -0.6157  -0.246
H: -2.0307 0.5285 0.1088  0.467
H: 0.4579 1.5386 1.8104  0.162
H: 2.4926 2.3686 0.8271  0.162
H: 3.3743 1.2473 -0.2351  0.183
H: 1.7581 1.8507 -0.7081  0.182
H: 1.1069 -0.8480 -1.2816  0.253
H: -0.1098 -0.3080 -2.4799  0.191
H: -0.1710 -1.9688 -1.8183  0.201
H: -0.7654 -0.4869 2.6413  0.204
H: 0.9699 -0.5662 3.0198  0.216
H: 0.3070 -1.5203 1.6832  0.209
H: -2.4445 -1.3875 -2.3896  0.199
H: -3.8865 -0.5991 -1.4826  0.210

Entry 11:
Below is C5H13N3O as an isolated structure at a distorted geometry, with properties calculated with the ωB97M-V functional and the def2-TZVPD basis.

Results
**Strongest force on any atom**: 1.09 eV Å⁻¹
**Relative energy (zero: lowest compared OMol25 entry of this formula, charge and spin)**: 76.5 kcal per mole
**Highest occupied orbital energy**: -7.6 eV
**Charge**: 0
**E**: -437.73223 Ha
**Orbital gap**: 8.09 eV
**E_LUMO**: 0.527 eV

Each line ends with the natural charge from an NBO analysis.
Element x y z (Å)
C: -1.6374 -0.6252 -1.5267  -0.694
C: -1.1288 -0.7819 -0.1007  0.633
N: -1.4797 0.4600 0.6946  -0.844
O: -1.2314 -1.8712 0.4839  -0.677
H: -2.3951 0.8537 0.4784  0.378
H: -1.4141 0.2413 1.6846  0.386
H: -2.7309 -0.6165 -1.4878  0.219
H: -1.3233 -1.4796 -2.1217  0.229
H: -1.2830 0.2867 -2.0032  0.223
C: 0.8866 1.6981 1.5118  -0.674
C: 0.8249 -0.2529 -0.1704  0.059
N: 1.2668 -0.3956 -1.5367  -0.851
N: 1.4068 -1.0915 0.8355  -0.882
C: 0.4801 1.0648 0.2244  0.115
H: 0.7717 -1.8499 1.0823  0.393
H: 2.2312 -0.1017 -1.6554  0.355
H: 1.1870 -1.3593 -1.8424  0.364
H: 2.2905 -1.4941 0.5487  0.360
H: 0.2211 1.7387 -0.5829  0.211
H: 1.9123 2.0699 1.3981  0.236
H: 0.2474 2.5423 1.7699  0.218
H: 0.8974 0.9638 2.3157  0.244